Entry 1:
DFT (ωB97M-V/def2-TZVPD) results for one molecule with the formula C4H8ClOP.

Each line ends with the natural charge from an NBO analysis.
Cartesian coordinates (Å):
C (1.32, 0.35, -0.36)  -0.489
C (0.68, -0.65, 0.56)  -0.396
C (0.77, 0.73, -1.70)  -0.285
C (-0.62, -0.15, 1.26)  -0.693
O (-2.27, -1.47, -0.77)  -0.974
P (-1.78, -0.19, -0.25)  1.508
Cl (-3.50, 0.97, 0.28)  -0.358
H (1.38, 1.35, 0.23)  0.194
H (2.29, -0.01, -0.44)  0.225
H (0.40, -1.60, 0.21)  0.219
H (1.43, -0.79, 1.45)  0.215
H (0.52, 1.75, -1.69)  0.183
H (0.75, 0.00, -2.43)  0.179
H (-0.73, -1.00, 1.89)  0.243
H (-0.66, 0.71, 1.77)  0.230

The spin multiplicity is 3. Its orbital gap (alpha / beta) is 8.657 / 8.878 eV. Its highest occupied orbital energy (alpha / beta) is -7.836 / -10.931 eV. The LUMO energy (alpha / beta) comes out at 0.821 / -2.053 eV.



Entry 2:
DFT (ωB97M-V/def2-TZVPD) results for a 2-piece molecular cluster, C6H10O overall.

Each line ends with the natural charge from an NBO analysis.
Cartesian coordinates (Å):
C (1.93, -0.67, -0.49)  -0.607
C (0.84, -0.04, -1.33)  -0.227
C (-0.47, -0.77, -1.55)  -0.414
C (-0.41, 0.43, -0.66)  -0.323
C (-0.55, 0.35, 1.90)  -0.263
C (-1.82, 0.87, 2.12)  0.278
O (-2.88, 1.15, 1.63)  -0.547
H (2.55, -1.35, -1.09)  0.215
H (1.50, -1.26, 0.33)  0.214
H (2.58, 0.09, -0.06)  0.210
H (1.18, 0.57, -2.16)  0.218
H (-0.98, -0.67, -2.51)  0.224
H (-0.60, -1.73, -1.06)  0.219
H (-0.91, 1.37, -0.89)  0.237
H (0.28, 1.05, 2.05)  0.211
H (-0.48, 0.09, 0.40)  0.173
H (-1.63, 0.82, 3.27)  0.182

The spin multiplicity is 1. Its orbital gap is 9.266 eV. Its highest occupied orbital energy is -9.644 eV. The LUMO energy comes out at -0.378 eV.



Entry 3:
DFT (ωB97M-V/def2-TZVPD) results for C3H5N3OS as an isolated structure.

Each line ends with the natural charge from an NBO analysis.
Cartesian coordinates (Å):
C (1.34, -0.26, -0.03)  0.496
C (0.56, 1.95, 0.18)  -0.176
C (-0.45, 1.05, -0.05)  0.404
H (1.59, -2.41, 0.06)  0.414
H (3.09, -1.32, 0.09)  0.424
H (0.62, 2.95, 0.15)  0.217
H (-2.35, 0.45, -0.73)  0.476
H (-1.91, -0.71, 1.33)  0.165
N (2.05, -1.37, -0.17)  -0.830
N (1.73, 1.06, 0.20)  -0.500
N (-0.09, -0.25, -0.35)  -0.550
O (-1.76, 1.37, -0.16)  -0.686
S (-1.35, -1.40, 0.12)  0.146

The spin multiplicity is 1. Its orbital gap is 7.385 eV. Its highest occupied orbital energy is -7.275 eV. The LUMO energy comes out at 0.111 eV.



Entry 4:
DFT (ωB97M-V/def2-TZVPD) results for C5H9N2O4 as an isolated structure.

Each line ends with the natural charge from an NBO analysis.
Cartesian coordinates (Å):
C (-3.40, -0.71, 0.31)  0.954
C (0.42, -0.95, -0.17)  0.410
C (-2.21, 0.74, -0.02)  0.572
C (1.50, -1.74, 0.51)  -0.654
C (-0.21, 0.18, 0.50)  0.060
N (0.82, 0.56, -0.46)  -0.629
N (-2.14, 2.01, -0.47)  -0.809
O (-4.12, -1.61, 0.48)  -0.458
O (-0.10, -1.58, -1.23)  -0.647
O (-2.94, 0.32, 1.09)  -0.485
O (-2.67, -0.30, -0.81)  -0.541
H (2.02, -1.16, 1.27)  0.230
H (1.03, -2.59, 1.00)  0.268
H (2.20, -2.13, -0.22)  0.262
H (-0.07, 0.42, 1.54)  0.232
H (0.53, 0.97, -1.34)  0.439
H (1.71, 0.93, -0.12)  0.434
H (-2.59, 2.21, -1.36)  0.415
H (-1.00, -1.30, -1.46)  0.518
H (-2.27, 2.72, 0.24)  0.427

The net charge is +1. The spin multiplicity is 3. Its orbital gap (alpha / beta) is 6.822 / 8.333 eV. Its highest occupied orbital energy (alpha / beta) is -10.022 / -15.304 eV. The LUMO energy (alpha / beta) comes out at -3.200 / -6.971 eV.



Entry 5:
DFT (ωB97M-V/def2-TZVPD) results for a 2-piece molecular cluster, C7H10N4O overall.

Each line ends with the natural charge from an NBO analysis.
Cartesian coordinates (Å):
N (2.39, 1.12, -1.56)  -0.835
C (2.31, 0.83, -0.15)  -0.154
C (0.92, 0.93, 0.52)  -0.239
N (1.48, 1.98, 1.38)  -0.619
C (2.68, 2.05, 0.72)  0.679
O (3.61, 2.80, 0.76)  -0.604
H (3.23, 1.66, -1.75)  0.374
H (2.43, 0.27, -2.12)  0.357
H (2.86, -0.07, 0.16)  0.183
H (0.57, 0.05, 1.08)  0.229
H (0.16, 1.30, -0.18)  0.213
H (1.04, 2.65, 1.97)  0.397
C (-3.20, -1.66, -0.74)  -0.208
C (-2.58, -2.59, 0.06)  -0.211
C (-1.50, -2.15, 0.82)  0.010
N (-1.05, -0.90, 0.80)  -0.232
N (-1.64, 0.00, 0.03)  -0.218
C (-2.68, -0.36, -0.71)  0.006
H (-4.06, -1.90, -1.36)  0.230
H (-2.91, -3.62, 0.12)  0.229
H (-0.95, -2.82, 1.48)  0.206
H (-3.10, 0.44, -1.32)  0.208

The spin multiplicity is 1. Its orbital gap is 8.923 eV. Its SMILES is N[C@@H]1CNC1=O.c1ccnnc1. Its highest occupied orbital energy is -8.827 eV. The LUMO energy comes out at 0.096 eV.



Entry 6:
DFT (ωB97M-V/def2-TZVPD) results for a 5-piece molecular cluster, CH10O6 overall.

Each line ends with the natural charge from an NBO analysis.
Cartesian coordinates (Å):
O (0.08, -2.86, 0.98)  -0.577
C (1.17, -2.38, 1.02)  0.650
O (1.60, -1.18, 0.63)  -0.688
H (2.00, -2.97, 1.43)  0.095
H (0.88, -0.58, 0.35)  0.515
O (-1.36, 0.01, 1.05)  -0.972
H (-1.91, 0.76, 0.86)  0.499
H (-1.50, -0.20, 1.98)  0.471
O (-2.15, 2.13, -0.57)  -0.987
H (-2.69, 2.50, -1.24)  0.489
H (-1.20, 2.07, -0.78)  0.505
O (-0.14, 1.18, -3.17)  -0.945
H (0.72, 0.78, -3.06)  0.476
H (-0.14, 1.57, -4.03)  0.469
O (1.30, 1.58, 0.57)  -0.940
H (1.22, 2.47, 0.99)  0.466
H (0.65, 1.28, 1.26)  0.473

The spin multiplicity is 1. Its orbital gap is 10.672 eV. Its SMILES is O=CO.O.O.O.O. Its highest occupied orbital energy is -10.295 eV. The LUMO energy comes out at 0.377 eV.